1.
DFT (the ωB97M-V functional and the def2-TZVPD basis) results for a molecular structure, C34H28CeN3O6PS2 at a distorted geometry.

Its strongest force on any atom is 1.38 eV/Å. The total energy is -96358.069 eV. The value obtained for the energy relative to the best compared isomer or geometry (same formula, charge and spin) is 0.000 eV. The calculation puts the HOMO-LUMO gap (spin up / spin down) at 7.32 / 7.33 eV.

Last column: Mulliken charge in e.
Atoms and positions in Å:
Ce -0.958 0.306 0.550  0.484
O 1.024 0.182 3.985  -0.596
C 0.869 0.068 2.810  0.449
O 0.461 1.056 1.962  -0.467
C 1.043 -1.299 2.063  0.684
O 1.976 -2.009 2.284  -0.574
O 0.070 -1.484 1.149  -0.431
N -8.004 2.958 -1.607  -0.536
C -6.639 2.892 -1.440  1.116
C -6.091 2.225 -0.339  -0.863
C -4.727 2.190 -0.148  -0.122
C -3.885 2.832 -1.053  -0.337
C -4.418 3.515 -2.145  -0.580
C -5.783 3.543 -2.335  -0.845
S -2.165 2.722 -0.908  1.319
O -1.579 3.865 -1.540  -0.657
O -1.849 2.495 0.541  -0.711
N -1.641 1.323 -1.471  0.455
C -1.399 1.075 -2.823  -0.071
S -1.662 2.172 -4.112  -0.036
C -1.120 0.971 -5.208  -0.349
C -0.779 -0.151 -4.531  -1.004
N -0.952 -0.097 -3.166  0.146
H -8.557 2.263 -1.134  0.224
H -8.344 3.177 -2.529  0.220
H -6.740 1.733 0.375  0.325
H -4.328 1.660 0.706  0.477
H -3.768 4.042 -2.830  0.524
H -6.198 4.087 -3.174  0.315
H -1.059 1.156 -6.267  0.480
H -0.386 -1.049 -4.983  0.458
C -5.428 -2.747 -1.559  -0.578
C -4.094 -2.392 -1.873  -0.963
C -3.338 -1.729 -0.952  0.234
C -3.861 -1.368 0.318  0.487
C -3.096 -0.640 1.268  0.582
C -3.632 -0.316 2.483  -0.389
C -4.964 -0.698 2.807  -0.892
C -5.718 -1.380 1.898  -0.845
C -5.193 -1.734 0.626  1.092
C -5.958 -2.432 -0.342  -1.010
H -6.025 -3.279 -2.288  0.401
H -3.672 -2.648 -2.836  0.479
H -2.308 -1.482 -1.211  -0.053
H -3.068 0.248 3.224  0.445
H -5.376 -0.442 3.776  0.393
H -6.736 -1.668 2.136  0.405
H -6.976 -2.715 -0.097  0.406
C 2.984 0.826 0.156  -1.870
P 1.661 0.174 -0.918  1.554
C 2.172 -1.530 -1.292  0.206
C 3.374 -2.049 -0.820  -0.475
C 3.727 -3.365 -1.087  -0.758
C 2.881 -4.174 -1.827  -0.512
C 1.676 -3.666 -2.295  -0.873
C 1.320 -2.356 -2.025  -0.116
C 1.971 1.133 -2.435  0.826
C 1.488 2.436 -2.512  -0.496
C 1.757 3.220 -3.624  -0.766
C 2.506 2.705 -4.672  -0.556
C 2.979 1.402 -4.608  -0.644
C 2.714 0.617 -3.495  -0.551
H 2.724 1.847 0.430  0.373
H 3.930 0.830 -0.387  0.579
H 3.100 0.246 1.071  0.473
H 4.042 -1.442 -0.225  0.362
H 4.660 -3.757 -0.704  0.411
H 3.152 -5.203 -2.029  0.382
H 1.001 -4.297 -2.860  0.431
H 0.374 -1.972 -2.386  0.330
H 0.882 2.854 -1.714  0.248
H 1.369 4.229 -3.671  0.482
H 2.714 3.315 -5.542  0.405
H 3.559 0.993 -5.426  0.426
H 3.086 -0.399 -3.455  0.437

---

2.
DFT (the ωB97M-V functional and the def2-TZVPD basis) results for a molecular structure, C34H28Cl2IrN5O2 at a distorted geometry.

The charge is +1. Its spin multiplicity is 2. Its strongest force on any atom is 2.10 eV/Å. The expectation value of S² is 0.769. The total energy is -75136.921 eV. The value obtained for the energy relative to the best compared isomer or geometry (same formula, charge and spin) is 0.000 eV. The calculation puts the HOMO-LUMO gap (spin up / spin down) at 7.48 / 5.74 eV.

Last column: Mulliken charge in e.
Atoms and positions in Å:
Ir 0.331 0.475 -0.503  2.983
C -2.715 -5.658 -1.995  -1.586
C -2.235 -4.381 -1.369  0.231
C -3.103 -3.554 -0.656  -0.962
C -2.664 -2.367 -0.112  -0.027
C -1.335 -1.954 -0.240  -0.571
N -0.934 -0.730 0.327  0.033
C -1.278 -0.536 1.674  0.357
C -1.325 -1.631 2.548  0.118
C -1.599 -1.477 3.887  -1.254
C -1.812 -0.212 4.433  0.360
C -2.046 -0.028 5.904  -1.598
C -1.738 0.881 3.583  -0.542
C -1.487 0.733 2.228  0.131
N -1.473 1.906 1.432  0.379
C -2.132 3.065 1.666  -0.039
C -1.772 3.961 0.692  -1.524
C -0.880 3.263 -0.128  -0.143
N -0.722 2.028 0.321  -0.510
C -0.468 -2.773 -0.962  0.460
C -0.922 -3.962 -1.521  -0.458
N 0.905 -2.432 -1.143  0.182
C 1.925 -3.277 -1.392  -0.151
C 2.985 -2.536 -1.858  -1.371
C 2.526 -1.220 -1.868  -0.126
N 1.269 -1.160 -1.433  -0.110
H -3.503 -6.113 -1.396  0.399
H -1.905 -6.377 -2.103  0.388
H -3.126 -5.467 -2.988  0.301
H -4.141 -3.840 -0.540  0.440
H -3.353 -1.728 0.425  0.552
H -1.113 -2.617 2.159  0.555
H -1.616 -2.349 4.529  0.411
H -2.518 -0.907 6.339  0.410
H -2.677 0.838 6.101  0.387
H -1.097 0.130 6.422  0.286
H -1.843 1.877 3.993  0.566
H -2.816 3.155 2.491  0.512
H -2.114 4.973 0.577  0.459
H -0.354 3.588 -1.009  0.769
H -0.239 -4.562 -2.108  0.631
H 1.816 -4.337 -1.244  0.563
H 3.953 -2.899 -2.155  0.453
H 3.027 -0.324 -2.183  0.523
Cl 7.004 1.428 2.649  -0.210
C 5.341 1.184 2.234  0.130
C 4.476 0.618 3.195  -0.628
C 3.161 0.406 2.909  0.226
Cl 2.109 -0.280 4.097  -0.167
C 2.596 0.735 1.636  -0.272
O 1.357 0.549 1.421  -0.305
C 3.497 1.315 0.688  1.345
C 3.081 1.722 -0.601  -0.549
O 1.964 1.614 -1.156  -1.021
C 4.864 1.529 1.011  -1.253
H 4.862 0.354 4.171  0.465
H 3.858 2.188 -1.220  0.331
H 5.521 1.972 0.273  0.459
C -0.842 0.596 -2.349  -1.664
C -0.620 1.808 -3.162  0.461
C -1.590 2.808 -3.246  -0.151
C -1.386 3.938 -4.024  -0.693
C -0.205 4.089 -4.737  -0.511
C 0.764 3.095 -4.675  -0.857
C 0.555 1.967 -3.900  -0.180
H -0.461 -0.307 -2.814  0.616
H -1.859 0.466 -1.987  0.527
H -2.521 2.688 -2.703  0.433
H -2.154 4.698 -4.082  0.422
H -0.047 4.965 -5.350  0.409
H 1.681 3.200 -5.240  0.405
H 1.311 1.190 -3.863  0.366

---

3.
DFT (the ωB97M-V functional and the def2-TZVPD basis) results for a molecular structure, C34H28Cl5N2O2P2Pd.

The charge is +1. Its strongest force on any atom is 0.81 eV/Å. The total energy is -127453.588 eV. The value obtained for the energy relative to the best compared isomer or geometry (same formula, charge and spin) is 0.113 eV. The calculation puts the HOMO-LUMO gap at 7.89 eV.

Last column: Mulliken charge in e.
Atoms and positions in Å:
Pd 1.419 1.424 -0.303  0.872
Cl 4.046 1.784 -0.779  -0.162
C 3.277 3.354 -0.610  1.552
C 1.917 3.294 -0.380  -1.292
C 1.229 4.492 -0.256  0.397
Cl -0.462 4.516 0.050  -0.145
C 1.922 5.708 -0.359  0.075
Cl 1.081 7.195 -0.191  -0.175
C 3.299 5.730 -0.590  0.509
Cl 4.143 7.218 -0.709  -0.165
C 3.997 4.530 -0.720  -0.206
Cl 5.684 4.494 -1.013  -0.174
O -0.857 1.498 -0.095  -0.657
P -1.607 0.441 -0.854  0.856
C -1.486 -1.141 0.045  -1.676
P 0.238 -1.739 0.089  1.316
O 1.240 -0.699 -0.325  -0.806
C 0.312 -3.107 -1.067  0.318
C -0.402 -4.283 -0.836  -0.682
C -0.379 -5.299 -1.776  -0.717
C 0.363 -5.145 -2.942  -0.550
C 1.080 -3.980 -3.167  -0.631
C 1.055 -2.955 -2.232  -0.298
C 0.525 -2.335 1.754  0.882
C 1.829 -2.271 2.241  -0.623
C 2.116 -2.765 3.503  -0.703
C 1.107 -3.318 4.281  -0.519
C -0.195 -3.372 3.803  -0.851
C -0.486 -2.880 2.540  -0.467
C -3.347 0.808 -1.048  0.454
C -3.661 1.989 -1.723  -0.560
C -4.984 2.348 -1.907  -0.725
C -5.999 1.532 -1.422  -0.453
C -5.692 0.360 -0.749  -0.755
C -4.366 -0.002 -0.559  -0.149
C -0.949 0.156 -2.501  0.752
C -1.551 -0.773 -3.347  -0.542
C -0.997 -1.037 -4.589  -0.786
C 0.154 -0.372 -4.990  -0.536
C 0.750 0.564 -4.156  -0.636
C 0.194 0.829 -2.913  0.218
H -2.123 -1.919 -0.378  0.819
H -1.823 -0.910 1.060  0.922
H -0.962 -4.418 0.082  0.389
H -0.929 -6.213 -1.598  0.431
H 0.385 -5.942 -3.672  0.411
H 1.661 -3.867 -4.072  0.443
H 1.603 -2.037 -2.399  0.396
H 2.607 -1.822 1.638  0.399
H 3.130 -2.722 3.879  0.475
H 1.336 -3.708 5.264  0.428
H -0.983 -3.794 4.413  0.430
H -1.509 -2.919 2.182  0.398
H -2.870 2.628 -2.099  0.374
H -5.225 3.264 -2.429  0.418
H -7.032 1.815 -1.568  0.399
H -6.483 -0.272 -0.369  0.412
H -4.142 -0.916 -0.024  0.328
H -2.455 -1.289 -3.043  0.426
H -1.464 -1.760 -5.244  0.466
H 0.582 -0.576 -5.962  0.428
H 1.638 1.093 -4.474  0.496
H 0.652 1.585 -2.268  -0.157
C 2.882 1.354 5.292  -0.952
N 1.700 1.465 4.445  0.086
C 0.483 2.037 5.013  -0.889
C 1.809 1.344 3.145  0.106
N 1.921 1.218 2.001  -0.340
H 2.648 0.734 6.158  0.312
H 3.208 2.338 5.633  0.321
H 3.686 0.886 4.730  0.337
H 0.152 1.426 5.853  0.320
H -0.296 2.052 4.255  0.282
H 0.661 3.057 5.359  0.323